The following is a quantum chemistry calculation of C11H20N3P2Yb as an isolated structure in a non-equilibrium geometry, from the OMol25 dataset.

Geometry as XYZ:
```
37
Properties=species:S:1:pos:R:3:mulliken_spin:R:1
C -0.399 -1.418 -3.810 0.00
C -0.663 -0.623 -4.927 0.00
C -0.445 0.766 -4.996 0.00
C 0.105 1.515 -3.933 0.00
C 0.426 0.913 -2.724 0.02
Yb -0.080 -0.811 -1.982 0.99
P 0.105 -3.038 -1.194 0.00
H -0.665 -2.486 -3.922 0.00
H -1.036 -1.118 -5.836 0.00
H -0.657 1.278 -5.944 0.00
H 1.029 1.501 -1.998 0.00
H 0.371 2.564 -4.127 0.00
H 1.342 -3.403 -0.587 0.00
H 0.075 -4.087 -2.160 0.00
H -0.710 -3.719 -0.233 0.00
C 1.267 0.942 3.329 0.00
N 0.906 1.786 2.178 0.00
C -0.542 2.116 2.221 0.00
N -1.393 0.900 2.285 0.00
C -1.001 0.088 3.449 0.00
N 0.428 -0.266 3.386 0.00
C 0.690 -1.143 2.242 0.00
P 0.343 -0.349 0.625 -0.01
C 1.290 1.174 0.891 0.00
C -1.362 0.118 1.027 0.00
H 1.138 1.519 4.270 0.00
H 2.345 0.662 3.287 0.00
H -0.824 2.742 1.346 0.00
H -0.740 2.743 3.119 0.00
H -1.629 -0.829 3.512 0.00
H -1.198 0.657 4.384 0.00
H 1.748 -1.483 2.256 0.00
H 0.062 -2.057 2.327 0.00
H 1.052 1.904 0.097 0.00
H 2.380 0.963 0.850 0.00
H -2.012 -0.781 1.088 0.00
H -1.745 0.759 0.204 0.00
```

Computed properties:
highest occupied orbital energy (alpha / beta): -5.5 / -5.5 eV
Kohn-Sham gap (alpha / beta): 5.37 / 5.36 eV
2S+1: 2
relative energy (zero: lowest compared OMol25 entry of this formula, charge and spin): 461.3 kJ/mol

The following is a quantum chemistry calculation of a 2-piece molecular cluster, C9H19N4O overall in a non-equilibrium geometry, from the OMol25 dataset.

Geometry as XYZ:
```
33
Properties=species:S:1:pos:R:3:mulliken_charge:R:1
C 0.373 -1.875 -1.800 -0.86
C 1.022 -1.917 -0.555 0.14
C 1.549 0.720 -3.289 0.51
C -0.535 -0.930 -2.197 -0.06
C -1.472 -0.300 2.687 -1.13
C -0.708 1.907 2.166 -1.15
C -1.867 0.987 -1.932 -0.80
C 1.365 -1.141 1.747 -0.89
C 0.900 0.133 2.481 -0.72
N 0.614 0.632 -4.045 -0.46
N 2.255 0.692 -2.315 -0.45
N 0.826 -1.080 0.415 0.19
N -0.440 0.486 2.028 0.11
O -0.876 0.090 -1.455 -0.36
H 0.607 -2.653 -2.508 0.41
H 1.725 -2.727 -0.386 0.46
H -1.019 -1.053 -3.161 0.58
H -2.428 -0.099 2.206 0.32
H -1.250 -1.361 2.587 0.34
H -1.566 -0.064 3.753 0.36
H -0.004 2.473 1.558 0.36
H -1.717 2.111 1.812 0.30
H -0.633 2.243 3.207 0.37
H -1.921 0.976 -3.019 0.42
H -1.597 1.982 -1.581 0.27
H -2.838 0.712 -1.517 0.30
H 2.455 -1.198 1.735 0.46
H 0.989 -2.034 2.258 0.39
H 1.568 0.958 2.225 0.44
H 0.956 -0.026 3.566 0.38
H 0.342 1.280 -4.759 0.26
H 3.215 0.413 -2.267 0.26
H 0.109 -0.339 0.354 0.26
```

Computed properties:
charge: +1
highest occupied orbital energy: -12.3 eV
Kohn-Sham gap: 8.54 eV
relative energy (zero: lowest compared OMol25 entry of this formula, charge and spin): 91.0 kJ/mol

The following is a quantum chemistry calculation of CH13NO4 as an isolated structure in a non-equilibrium geometry, from the OMol25 dataset.

Geometry as XYZ:
```
19
Properties=species:S:1:pos:R:3:mulliken_charge:R:1
H 1.618 -0.223 0.719 0.43
O 2.588 -0.289 0.018 -0.91
N 0.454 -0.217 1.130 -0.20
H 2.983 0.584 0.326 0.27
H 0.108 -1.065 1.345 0.28
H 0.150 0.155 0.211 0.18
C 0.264 0.834 2.167 -0.70
H -0.624 1.620 1.888 0.15
H -0.232 0.438 3.030 0.35
H 1.162 1.492 2.268 0.24
O -1.161 1.164 -0.716 -0.66
H -0.395 1.299 -1.295 0.30
H -1.451 1.994 -0.298 0.30
O 1.295 -0.721 -2.433 -0.72
H 1.825 -0.595 -1.489 0.41
H 1.251 -1.745 -2.544 0.31
O -3.376 -0.976 -0.042 -0.64
H -3.217 -0.413 0.764 0.30
H -2.711 -0.448 -0.457 0.33
```

Computed properties:
highest occupied orbital energy: -9.9 eV
Kohn-Sham gap: 9.93 eV
relative energy (zero: lowest compared OMol25 entry of this formula, charge and spin): 237.6 kJ/mol

The following is a quantum chemistry calculation of a 6-piece molecular cluster, C6H24O5 overall in a non-equilibrium geometry, from the OMol25 dataset.

Geometry as XYZ:
```
35
Properties=species:S:1:pos:R:3:mulliken_spin:R:1
C -2.179 -0.727 -0.208 0.96
C -1.124 -1.106 -1.209 0.02
C 0.223 -1.518 -0.507 -0.22
C 0.218 -2.965 -0.121 -0.07
C 1.430 -0.992 -1.356 0.05
C 2.703 -1.144 -0.489 0.03
H -2.243 -1.571 0.490 -0.11
H -1.956 0.164 0.402 0.16
H -3.169 -0.465 -0.628 -0.18
H -1.070 -0.534 -2.135 -0.01
H -1.408 -2.084 -1.715 -0.01
H 0.354 -0.826 0.344 0.23
H -0.825 -3.298 0.052 0.00
H 0.757 -3.076 0.829 0.00
H 0.645 -3.574 -0.945 0.02
H 1.639 -1.670 -2.161 0.01
H 1.317 0.036 -1.762 -0.01
H 2.738 -2.109 0.060 0.00
H 3.621 -1.081 -1.038 0.00
H 2.590 -0.281 0.266 -0.01
H 0.944 3.169 -0.455 -0.02
H 1.793 2.801 -1.463 0.03
O 1.731 3.573 -0.878 0.01
H 1.445 1.178 1.788 0.01
H 2.954 1.876 1.589 -0.01
O 2.070 1.882 1.948 0.09
H -1.079 2.228 -1.401 0.01
H -0.452 0.937 -0.648 -0.02
O -0.291 1.759 -1.116 0.15
H -2.969 1.573 1.229 0.13
H -2.978 2.970 0.721 0.61
O -2.418 2.159 0.682 -1.09
H -1.558 1.530 2.827 0.02
H -1.862 0.166 3.331 0.00
O -1.590 1.022 3.680 0.24
```

Computed properties:
charge: -1
highest occupied orbital energy (alpha / beta): 0.3 / -7.8 eV
Kohn-Sham gap (alpha / beta): 2.71 / 10.70 eV
2S+1: 2

no.,E (eV)
1,-66298.0521
2,-17641.3222
3,-10926.1889
4,-16847.1513